# 1
60
Properties=species:S:1:pos:R:3 method="wB97M-V/def2-TZVPD" total_charge=0 gap_ev=9.65 e_lumo_ev=0.166
C -1.83311 0.88756 1.31139
C -1.61073 -0.10963 0.20192
O -0.79469 0.12497 -0.66015
O -2.36316 -1.22823 0.24774
C -2.93259 -1.60933 -1.01082
C -3.30700 -3.07893 -0.99074
C -2.06364 -3.95149 -0.99930
C -2.36981 -5.42664 -1.27815
O -2.25578 -5.71109 -2.65131
C -1.57299 -6.88983 -2.95782
C -0.83616 -6.76950 -4.29003
N -0.06866 -5.54552 -4.40819
C -1.73839 -7.01794 -5.51827
C -2.60237 -5.80231 -5.81283
O -3.71273 -5.69338 -5.37872
Cl -1.89265 -4.55553 -6.87154
H -2.88597 0.98960 1.55175
H -1.27609 0.62831 2.20656
H -1.47281 1.85550 0.99066
H -2.25880 -1.45763 -1.84591
H -3.85025 -1.03983 -1.14716
H -3.96633 -3.30659 -0.15671
H -3.88003 -3.24217 -1.90239
H -1.40422 -3.60141 -1.79210
H -1.50671 -3.87566 -0.07087
H -3.38329 -5.62886 -0.92434
H -1.70958 -6.02558 -0.65057
H -0.82220 -7.15590 -2.21077
H -2.23349 -7.76144 -3.02726
H -0.11727 -7.58748 -4.28217
H 0.91099 -5.70829 -4.25640
H -0.40603 -4.82050 -3.79302
H -1.06749 -7.11963 -6.36769
H -2.34402 -7.91009 -5.43173
O 2.07036 4.33045 4.55580
P 1.88991 5.14898 3.32457
O 3.44745 5.35654 2.80281
C 4.42628 4.33353 2.94386
C 4.42631 3.35797 1.78092
O 1.55199 6.64144 3.87957
C 1.14947 6.85371 5.23434
C 2.33744 7.22992 6.09501
O 1.26965 5.66062 1.88489
C 1.83211 5.39253 0.59664
C 1.30683 4.13774 -0.04056
H 4.30421 3.79286 3.88297
H 5.39265 4.83923 2.99300
H 3.47173 2.83045 1.71769
H 5.21593 2.61667 1.90812
H 4.59037 3.87217 0.83335
H 0.63488 5.97972 5.63139
H 0.42940 7.67386 5.22300
H 3.13749 6.49492 6.00876
H 2.04486 7.30717 7.14310
H 2.74800 8.18931 5.77690
H 2.91565 5.42215 0.63984
H 1.53721 6.23365 -0.03495
H 1.42551 3.28288 0.62859
H 1.82989 3.93250 -0.97476
H 0.24252 4.23348 -0.25795

***

# 2
19
Properties=species:S:1:pos:R:3 method="wB97M-V/def2-TZVPD" total_charge=-1 gap_ev=5.92 e_lumo_ev=3.551
C -0.92266 0.75134 -0.59776
O -0.67768 -0.57238 -0.75616
C -1.75174 1.33708 -1.78400
C -0.82576 1.19357 -3.00608
H 0.03758 1.33431 -0.59256
H -1.38571 0.98725 0.38880
H -2.01939 2.38871 -1.62543
H -2.67128 0.75317 -1.87014
H -1.27375 0.93482 -3.96851
H -0.05862 0.45902 -2.75814
H -0.25023 2.11912 -3.13208
O 0.68588 0.26917 2.37592
C 0.99972 -0.61498 1.65668
O 2.10370 -0.48037 0.84204
C 0.51359 -2.03250 1.73921
H 2.42474 -0.48792 1.83762
H 0.88951 -2.44583 2.68247
H 0.88393 -2.67334 0.94651
H -0.56904 -2.09814 1.75442

***

# 3
19
Properties=species:S:1:pos:R:3 method="wB97M-V/def2-TZVPD" total_charge=0 gap_ev=9.61 e_lumo_ev=0.881
N 0.15329 -0.97292 0.64212
C 0.00788 -1.45068 2.00250
C -0.86586 -1.56181 -0.27020
C 0.76748 0.85982 -0.58710
C 0.06556 0.47260 0.64158
H -0.95927 -1.19639 2.46785
H 0.80621 -0.89803 2.52580
H 0.18636 -2.53163 2.13027
H -1.79252 -1.28003 0.25753
H -0.81321 -2.66217 -0.32554
H -0.90918 -1.15961 -1.29634
H 0.05851 0.69559 -1.41595
H 1.70247 0.31944 -0.81160
H 0.99088 1.93809 -0.52365
H 0.71469 0.97657 1.38327
H -0.97757 0.78614 0.83914
O 0.22018 2.69360 -2.92351
H 0.71927 3.13348 -2.19848
H -0.07520 1.83796 -2.53768

***

# 4
11
Properties=species:S:1:pos:R:3 method="wB97M-V/def2-TZVPD" total_charge=0 gap_ev=9.09 e_lumo_ev=0.279
C 1.69882 -0.49483 0.57007
Si -1.47828 1.43121 -0.65190
Si -0.09083 -0.96943 0.18670
Cl -3.18201 1.71769 0.37411
Cl -0.04446 -2.39867 -1.25202
Cl -1.19056 -1.88111 1.59218
H 2.20656 -1.26755 1.22855
H 2.09640 -0.48299 -0.38871
H 1.98595 0.46920 0.87519
H -0.23250 2.27465 -0.42283
H -1.76909 1.60183 -2.11134

***

# 5
18
Properties=species:S:1:pos:R:3 method="wB97M-V/def2-TZVPD" total_charge=0 gap_ev=8.57 e_lumo_ev=0.110
C 1.98189 2.40993 0.50973
C 1.58442 1.26076 0.29550
C -1.85731 1.29569 -0.24477
C -3.28634 -0.19387 0.42962
C -1.17859 0.27043 0.27234
C 1.55485 -0.81325 -0.96182
C 1.10637 -0.09458 0.23879
N -3.24249 0.97269 -0.15818
N -2.05785 -0.68880 0.76636
O 1.16338 -0.90622 1.32890
H 2.43439 3.31149 0.50482
H -1.34581 2.19317 -0.72047
H -4.15831 -0.72121 0.73681
H 1.10669 -0.45033 -1.97100
H 1.47761 -2.01180 -0.87579
H 2.66662 -0.65453 -0.96406
H -1.86902 -1.66114 1.22714
H 0.86299 -0.50776 2.17103

***

# 6
16
Properties=species:S:1:pos:R:3 method="wB97M-V/def2-TZVPD" total_charge=0 gap_ev=9.43 e_lumo_ev=0.702
C -0.68458 1.74135 1.39872
C 0.77652 -0.10570 1.67273
C 1.17213 -1.12392 -0.88801
C -1.23304 0.34817 -0.92396
H -0.00549 2.43643 1.87772
H -1.73808 1.91858 1.71994
H 1.20133 -0.32246 2.65548
H 1.40571 0.64337 1.17398
H 1.65918 -0.16759 -0.92908
H 1.79904 -1.80908 -1.47727
H -1.59790 -0.15185 0.02684
H -2.03586 0.60292 -1.63019
O -0.51341 0.41417 1.80693
S 0.90654 -1.71309 0.83262
S -0.29713 -0.87181 -1.96576
S -0.40734 1.85845 -0.45623